The following is a DFT calculation (ωB97M-V with the def2-TZVPD basis set) of a 10-piece molecular cluster, C66H146N6O10 overall in a non-equilibrium geometry.

Cartesian coordinates (Å):
1 C 0.20 -0.93 4.15
2 C 0.16 -0.15 5.48
3 C 0.84 -0.98 6.58
4 C 0.92 1.16 5.26
5 C 0.72 2.16 6.30
6 C -0.76 2.50 6.52
7 C -1.61 1.21 6.75
8 C -1.66 0.59 8.20
9 C -3.08 1.56 6.38
10 N -1.23 0.30 5.62
11 O -2.05 -0.81 5.83
12 H 0.00 -0.29 3.27
13 H 1.20 -1.34 3.97
14 H -0.49 -1.76 4.24
15 H 0.97 -0.46 7.49
16 H 0.32 -1.89 6.86
17 H 1.78 -1.21 6.23
18 H 2.04 1.00 5.26
19 H 0.46 1.59 4.37
20 H 1.18 1.87 7.28
21 H 1.18 3.14 6.15
22 H -1.15 3.05 5.62
23 H -0.96 3.09 7.42
24 H -0.64 0.53 8.73
25 H -2.05 -0.39 8.22
26 H -2.34 1.24 8.70
27 H -3.67 0.65 6.59
28 H -3.34 1.91 5.32
29 H -3.43 2.36 7.01
30 H -2.74 -0.85 5.09
31 C 6.00 -1.17 2.46
32 C 4.98 -0.58 3.50
33 C 4.32 -1.66 4.32
34 C 5.69 0.40 4.59
35 C 5.92 1.79 4.02
36 C 4.66 2.39 3.35
37 C 4.09 1.53 2.21
38 C 2.73 2.07 1.87
39 C 5.02 1.62 0.99
40 N 3.90 0.16 2.80
41 O 3.46 -0.75 1.78
42 H 5.60 -2.02 1.99
43 H 6.42 -0.41 1.74
44 H 6.79 -1.53 3.13
45 H 5.02 -2.04 5.08
46 H 3.50 -1.20 4.87
47 H 3.93 -2.54 3.86
48 H 4.98 0.59 5.40
49 H 6.61 -0.12 4.86
50 H 6.17 2.48 4.80
51 H 6.72 1.86 3.27
52 H 4.80 3.36 2.83
53 H 3.91 2.52 4.08
54 H 1.97 1.99 2.73
55 H 2.25 1.57 0.98
56 H 2.81 3.13 1.57
57 H 4.76 0.73 0.48
58 H 6.05 1.57 1.20
59 H 4.86 2.42 0.26
60 H 2.52 -0.92 2.03
61 C -2.70 5.57 2.14
62 C -2.58 4.02 1.96
63 C -1.11 3.67 1.77
64 C -3.16 3.36 3.28
65 C -4.69 3.43 3.34
66 C -5.23 2.83 2.03
67 C -4.78 3.50 0.82
68 C -5.22 2.71 -0.39
69 C -5.38 4.86 0.63
70 N -3.33 3.34 0.86
71 O -2.83 3.71 -0.40
72 H -3.65 5.74 2.71
73 H -1.86 5.95 2.74
74 H -2.84 6.17 1.23
75 H -0.97 2.60 1.97
76 H -0.76 3.89 0.73
77 H -0.45 4.17 2.48
78 H -2.95 2.32 3.23
79 H -2.67 3.86 4.09
80 H -5.03 2.87 4.23
81 H -5.03 4.45 3.46
82 H -6.35 2.83 2.04
83 H -4.91 1.83 1.85
84 H -6.21 2.29 -0.20
85 H -4.60 1.82 -0.59
86 H -5.22 3.31 -1.35
87 H -6.36 4.81 0.24
88 H -4.74 5.44 -0.07
89 H -5.51 5.48 1.53
90 H -2.78 4.67 -0.48
91 C -3.42 -3.25 -6.93
92 C -2.89 -3.02 -5.50
93 C -1.45 -2.55 -5.63
94 C -3.75 -1.98 -4.81
95 C -3.64 -1.97 -3.30
96 C -3.94 -3.37 -2.80
97 C -2.98 -4.36 -3.32
98 C -1.61 -4.06 -2.67
99 C -3.42 -5.84 -3.07
100 N -3.06 -4.32 -4.79
101 O -2.10 -5.30 -5.25
102 H -3.26 -2.21 -7.39
103 H -2.78 -3.96 -7.51
104 H -4.46 -3.61 -6.92
105 H -0.87 -3.27 -6.16
106 H -1.40 -1.58 -6.11
107 H -1.00 -2.54 -4.66
108 H -3.48 -1.02 -5.21
109 H -4.82 -2.25 -5.03
110 H -2.66 -1.57 -2.96
111 H -4.32 -1.22 -2.86
112 H -4.99 -3.57 -3.09
113 H -4.02 -3.52 -1.72
114 H -1.23 -3.00 -2.66
115 H -0.83 -4.55 -3.21
116 H -1.69 -4.58 -1.70
117 H -4.44 -5.91 -3.50
118 H -3.39 -6.07 -1.99
119 H -2.69 -6.47 -3.59
120 H -2.49 -6.06 -5.73
121 C 5.97 -5.12 -0.05
122 C 5.22 -4.32 -1.15
123 C 6.18 -3.26 -1.65
124 C 4.92 -5.27 -2.31
125 C 3.90 -6.30 -2.05
126 C 2.71 -5.41 -1.94
127 C 2.80 -4.57 -0.64
128 C 1.58 -3.61 -0.56
129 C 2.60 -5.41 0.70
130 N 3.96 -3.67 -0.79
131 O 4.23 -3.08 0.54
132 H 7.07 -5.31 -0.29
133 H 5.85 -4.59 0.92
134 H 5.58 -6.09 0.10
135 H 5.78 -2.96 -2.65
136 H 6.20 -2.35 -1.04
137 H 7.18 -3.65 -1.79
138 H 4.47 -4.72 -3.15
139 H 5.88 -5.65 -2.57
140 H 3.85 -7.04 -2.94
141 H 3.96 -6.95 -1.15
142 H 1.80 -6.00 -1.94
143 H 2.68 -4.81 -2.88
144 H 1.60 -3.17 0.42
145 H 0.61 -4.07 -0.78
146 H 1.78 -2.78 -1.17
147 H 2.64 -4.70 1.45
148 H 3.35 -6.21 0.71
149 H 1.61 -5.88 0.57
150 H 3.79 -2.22 0.60
151 C 4.44 1.74 -2.76
152 C 3.44 0.78 -3.38
153 C 2.94 -0.24 -2.34
154 C 2.33 1.52 -4.10
155 C 1.47 0.57 -4.90
156 C 2.30 -0.03 -6.03
157 C 3.56 -0.76 -5.49
158 C 3.09 -2.05 -4.85
159 C 4.48 -1.08 -6.67
160 N 4.21 0.13 -4.55
161 O 5.44 -0.51 -4.03
162 H 4.82 2.43 -3.53
163 H 3.91 2.33 -2.05
164 H 5.34 1.24 -2.28
165 H 1.87 -0.43 -2.44
166 H 3.47 -1.20 -2.36
167 H 3.12 0.26 -1.33
168 H 1.76 2.06 -3.37
169 H 2.75 2.33 -4.81
170 H 1.07 -0.25 -4.30
171 H 0.59 1.00 -5.33
172 H 2.70 0.75 -6.66
173 H 1.63 -0.73 -6.61
174 H 3.94 -2.72 -4.64
175 H 2.46 -2.65 -5.64
176 H 2.50 -1.86 -3.93
177 H 5.46 -1.44 -6.38
178 H 4.67 -0.16 -7.25
179 H 4.08 -1.88 -7.29
180 H 5.17 -1.39 -3.69
181 C -4.43 -2.75 3.83
182 C -4.90 -1.35 3.40
183 C -6.29 -1.10 3.99
184 O -3.94 -0.40 3.81
185 H -5.23 -3.50 3.66
186 H -4.06 -2.72 4.82
187 H -3.49 -3.00 3.27
188 H -4.98 -1.35 2.32
189 H -6.31 -1.34 5.05
190 H -7.04 -1.64 3.44
191 H -6.55 -0.10 3.88
192 H -3.46 -0.14 3.00
193 C -2.97 3.86 -3.90
194 C -2.57 2.42 -4.19
195 C -3.71 1.46 -3.76
196 O -2.21 2.16 -5.58
197 H -4.05 4.02 -4.06
198 H -2.41 4.65 -4.38
199 H -2.76 3.92 -2.83
200 H -1.69 2.19 -3.62
201 H -3.26 0.48 -3.60
202 H -4.39 1.51 -4.56
203 H -4.09 1.80 -2.85
204 H -1.69 2.90 -5.93
205 C -0.96 7.19 -0.81
206 C -2.19 7.43 -1.73
207 C -1.67 7.73 -3.15
208 O -3.02 6.30 -1.61
209 H -1.25 7.05 0.21
210 H -0.38 8.12 -0.91
211 H -0.47 6.26 -1.19
212 H -2.70 8.26 -1.29
213 H -1.16 6.79 -3.53
214 H -0.91 8.49 -3.18
215 H -2.49 7.89 -3.90
216 H -2.85 5.71 -2.41
217 C -1.58 0.65 -0.78
218 C -2.35 -0.27 0.20
219 C -1.53 -1.49 0.54
220 O -2.71 0.53 1.35
221 H -1.59 0.13 -1.77
222 H -0.52 0.80 -0.51
223 H -2.07 1.62 -0.92
224 H -3.32 -0.55 -0.26
225 H -0.68 -1.13 1.21
226 H -1.14 -2.02 -0.34
227 H -2.19 -2.12 1.17
228 H -2.85 1.44 1.14

## Properties
* 2S+1: 1
* SMILES: CC1(C)CCCC(C)(C)N1O.CC1(C)CCCC(C)(C)N1O.CC1(C)CCCC(C)(C)N1O.CC1(C)CCCC(C)(C)N1O.CC1(C)CCCC(C)(C)N1O.CC1(C)CCCC(C)(C)N1O.CC(C)O.CC(C)O.CC(C)O.CC(C)O
* E_tot: -100215.935 eV
* total charge: 0
* HOMO-LUMO gap: 8.47 eV
* energy relative to the best compared isomer or geometry (same formula, charge and spin): 432.52 kJ/mol
* LUMO energy: 0.32 eV

---

The following is a DFT calculation (ωB97M-V with the def2-TZVPD basis set) of C26H42GeN2O2PdS2 as an isolated structure in a non-equilibrium geometry.

Cartesian coordinates (Å):
1 Pd -0.79 0.34 -0.04
2 O -0.47 2.49 0.81
3 S -0.96 3.30 1.98
4 C 0.42 3.34 3.23
5 C 1.19 2.04 3.40
6 C 2.18 1.84 2.26
7 C 2.80 0.45 2.29
8 S 1.54 -0.83 1.84
9 O 1.24 -0.54 0.38
10 C 2.75 -2.17 1.79
11 C 2.86 -3.01 2.88
12 C 3.85 -3.99 2.88
13 C 4.70 -4.10 1.79
14 C 4.55 -3.28 0.69
15 C 3.57 -2.30 0.69
16 C -2.05 2.21 2.94
17 C -1.99 0.83 2.83
18 C -2.89 0.05 3.54
19 C -3.84 0.66 4.35
20 C -3.88 2.04 4.46
21 C -2.98 2.82 3.76
22 H -0.06 3.66 4.15
23 H 1.08 4.14 2.90
24 H 0.50 1.20 3.46
25 H 1.73 2.08 4.35
26 H 2.97 2.58 2.33
27 H 1.68 1.98 1.30
28 H 3.15 0.18 3.29
29 H 3.62 0.36 1.59
30 H 2.18 -2.91 3.71
31 H 3.95 -4.64 3.73
32 H 5.48 -4.85 1.80
33 H 5.21 -3.38 -0.16
34 H 3.44 -1.65 -0.16
35 H -1.24 0.34 2.18
36 H -2.85 -1.03 3.46
37 H -4.56 0.05 4.87
38 H -4.61 2.51 5.11
39 H -3.00 3.90 3.85
40 C 0.22 2.04 -4.56
41 C -0.46 1.92 -3.17
42 N 0.34 1.08 -2.30
43 C 0.40 -0.28 -2.83
44 C 0.94 -0.26 -4.27
45 N 1.39 1.12 -4.57
46 C 2.39 1.55 -3.57
47 C 1.70 1.61 -2.19
48 H 0.58 3.06 -4.74
49 H -0.46 1.77 -5.37
50 H -1.45 1.46 -3.27
51 H -0.59 2.90 -2.72
52 H -0.61 -0.70 -2.79
53 H 1.04 -0.87 -2.17
54 H 0.17 -0.54 -4.99
55 H 1.78 -0.94 -4.39
56 H 1.81 1.14 -5.50
57 H 2.78 2.53 -3.86
58 H 3.21 0.84 -3.58
59 H 1.65 2.63 -1.80
60 H 2.23 1.00 -1.46
61 C -1.40 -2.91 -1.60
62 Ge -2.99 -1.69 -1.58
63 C -4.57 -2.80 -1.11
64 C -3.31 -0.90 -3.39
65 C -2.77 -0.34 -0.17
66 H -1.68 -3.86 -1.15
67 H -0.56 -2.51 -1.02
68 H -1.06 -3.12 -2.61
69 H -4.76 -3.50 -1.91
70 H -5.46 -2.19 -0.96
71 H -4.39 -3.36 -0.20
72 H -3.91 -1.61 -3.95
73 H -2.41 -0.72 -3.98
74 H -3.87 0.03 -3.32
75 H -2.98 -0.80 0.81
76 H -3.40 0.54 -0.30

## Properties
* 2S+1: 1
* E_tot: -116368.124 eV
* total charge: +2
* HOMO-LUMO gap (spin up / spin down): 7.32 / 7.33 eV
* LUMO energy (spin up / spin down): -6.51 / -6.50 eV

---

The following is a DFT calculation (ωB97M-V with the def2-TZVPD basis set) of a 2-piece molecular cluster, C10H12ClN2O2 overall in a non-equilibrium geometry.

Cartesian coordinates (Å):
1 C 1.63 1.66 1.84
2 C 1.72 2.93 1.37
3 C 1.76 2.30 -0.78
4 C 1.66 0.57 0.89
5 C 1.64 0.98 -0.46
6 C 1.70 -0.94 1.18
7 C -1.74 -0.09 0.93
8 C -1.31 -2.55 -0.49
9 C -1.60 -1.47 -2.60
10 C -1.82 -0.22 -0.54
11 N 1.75 3.27 0.09
12 N -1.59 -1.29 -1.27
13 O 2.85 -1.35 0.92
14 O 0.79 -1.50 1.75
15 Cl -1.94 1.28 -1.39
16 H 1.63 1.42 2.86
17 H 1.84 3.95 2.05
18 H 1.88 2.63 -1.83
19 H -2.37 0.81 1.06
20 H -0.76 -0.08 1.43
21 H -2.19 -0.91 1.37
22 H -2.26 -3.18 -0.19
23 H -0.57 -3.10 -1.03
24 H -0.69 -2.18 0.42
25 H 1.36 0.32 -1.27
26 H -1.61 -2.50 -3.05
27 H -1.75 -0.75 -3.25

## Properties
* 2S+1: 1
* E_tot: -30160.586 eV
* total charge: -1
* HOMO-LUMO gap: 6.85 eV
* energy relative to the best compared isomer or geometry (same formula, charge and spin): 161.17 kJ/mol
* LUMO energy: 3.21 eV